1.
An isolated molecule of CH2NO2P at a distorted geometry. Source: the OMol25 dataset; level of theory: the ωB97M-V functional and the def2-TZVPD basis.

Each line ends with the Löwdin charge.
Geometry (Å):
C (0.399, 0.576, -0.603)  -0.33
N (-0.466, 0.960, 0.288)  -0.29
P (-1.266, -0.262, 1.056)  0.97
O (-0.336, -1.510, -0.357)  -0.34
O (0.554, -0.678, -1.076)  -0.12
H (1.175, 1.250, -1.187)  0.17
H (-0.061, -0.336, 1.880)  -0.06

Net charge: 0
Orbital gap (Eh): 0.3295
SMILES: C1=NPOO1
M (g/mol): 91.01
Maximum force (eV Å⁻¹): 3.72
Energy relative to the best compared isomer or geometry (same formula, charge and spin) (eV): 4.5068
Lowest unoccupied orbital energy (eV): -0.39

=====

2.
A cluster of 7 separate species, C38H96N6O14 in total at a distorted geometry. Source: the OMol25 dataset; level of theory: the ωB97M-V functional and the def2-TZVPD basis.

Each line ends with the Löwdin charge.
Geometry (Å):
C (2.075, -3.480, 0.863)  -0.10
O (3.408, -3.839, 1.202)  -0.19
C (3.503, -4.991, 2.001)  -0.25
C (4.904, -5.059, 2.564)  -0.21
N (5.052, -6.292, 3.354)  -0.06
C (6.220, -6.266, 4.257)  -0.21
C (7.559, -6.279, 3.550)  -0.22
O (7.740, -7.437, 2.741)  -0.21
C (7.907, -8.636, 3.485)  -0.11
H (1.911, -3.838, -0.165)  0.08
H (1.993, -2.397, 0.850)  0.08
H (1.332, -3.980, 1.486)  0.08
H (3.260, -5.870, 1.383)  0.13
H (2.804, -5.024, 2.849)  0.12
H (5.082, -4.198, 3.213)  0.12
H (5.642, -4.987, 1.754)  0.12
H (5.225, -7.033, 2.680)  0.10
H (6.062, -7.120, 4.918)  0.11
H (6.151, -5.361, 4.868)  0.12
H (8.364, -6.273, 4.301)  0.12
H (7.692, -5.441, 2.869)  0.12
H (8.642, -8.486, 4.285)  0.09
H (8.383, -9.347, 2.811)  0.09
H (6.943, -9.003, 3.833)  0.08
C (-1.687, -7.009, 2.656)  -0.13
O (-2.781, -7.385, 1.864)  -0.18
C (-2.735, -7.051, 0.482)  -0.21
C (-1.990, -5.759, 0.190)  -0.23
N (-1.989, -5.423, -1.215)  -0.05
C (-3.266, -5.130, -1.800)  -0.22
C (-3.148, -4.772, -3.265)  -0.18
O (-2.807, -3.390, -3.439)  -0.25
C (-3.898, -2.546, -3.697)  -0.10
H (-0.755, -7.491, 2.335)  0.09
H (-1.933, -7.372, 3.652)  0.09
H (-1.533, -5.928, 2.698)  0.08
H (-3.780, -6.919, 0.199)  0.11
H (-2.300, -7.877, -0.090)  0.13
H (-0.944, -5.922, 0.463)  0.11
H (-2.395, -4.963, 0.839)  0.13
H (-1.268, -4.780, -1.503)  0.10
H (-3.809, -4.321, -1.271)  0.13
H (-3.958, -5.974, -1.721)  0.11
H (-4.079, -4.980, -3.803)  0.13
H (-2.368, -5.378, -3.734)  0.13
H (-4.319, -2.690, -4.699)  0.10
H (-3.487, -1.533, -3.758)  0.08
H (-4.663, -2.492, -2.918)  0.09
C (0.407, 0.374, -3.970)  -0.06
O (0.313, -0.018, -2.583)  -0.22
C (-0.909, -0.592, -2.171)  -0.23
C (-0.677, -1.338, -0.876)  -0.21
N (-0.656, -0.589, 0.358)  -0.05
C (-1.946, -0.031, 0.756)  -0.21
C (-1.754, 0.764, 2.026)  -0.25
O (-1.133, 2.016, 1.840)  -0.20
C (-1.997, 3.039, 1.389)  -0.10
H (-0.599, 0.513, -4.355)  0.09
H (1.067, -0.320, -4.492)  0.08
H (0.996, 1.282, -3.814)  0.07
H (-1.321, -1.291, -2.912)  0.10
H (-1.631, 0.235, -2.056)  0.11
H (0.346, -1.704, -1.049)  0.11
H (-1.296, -2.232, -0.763)  0.11
H (0.006, 0.179, 0.260)  0.10
H (-2.547, -0.910, 1.032)  0.12
H (-2.494, 0.506, -0.027)  0.11
H (-1.076, 0.191, 2.670)  0.13
H (-2.626, 0.840, 2.693)  0.12
H (-1.944, 3.191, 0.308)  0.08
H (-1.891, 3.971, 1.945)  0.08
H (-3.029, 2.726, 1.612)  0.09
C (2.319, 2.614, 0.208)  -0.13
O (3.656, 2.247, 0.087)  -0.18
C (4.353, 3.151, -0.781)  -0.19
C (4.200, 2.753, -2.247)  -0.18
N (5.480, 2.347, -2.848)  -0.05
C (5.718, 2.710, -4.255)  -0.22
C (5.710, 4.203, -4.528)  -0.24
O (4.458, 4.833, -4.577)  -0.21
C (3.645, 4.422, -5.669)  -0.10
H (1.706, 1.820, 0.647)  0.08
H (1.855, 2.820, -0.764)  0.07
H (2.139, 3.467, 0.876)  0.10
H (5.388, 3.144, -0.443)  0.12
H (3.953, 4.157, -0.618)  0.10
H (3.780, 3.588, -2.798)  0.09
H (3.453, 1.950, -2.224)  0.12
H (5.450, 1.332, -2.832)  0.11
H (5.124, 2.204, -5.031)  0.11
H (6.750, 2.370, -4.389)  0.12
H (6.327, 4.377, -5.426)  0.12
H (6.299, 4.684, -3.741)  0.13
H (3.387, 3.364, -5.662)  0.08
H (4.175, 4.649, -6.605)  0.09
H (2.781, 5.080, -5.637)  0.08
C (-2.175, 3.348, 5.003)  -0.07
O (-2.670, 4.645, 4.654)  -0.20
C (-2.313, 5.668, 5.539)  -0.24
C (-2.601, 5.399, 7.003)  -0.23
N (-3.880, 4.759, 7.190)  -0.07
C (-4.434, 4.803, 8.514)  -0.22
C (-5.803, 4.139, 8.519)  -0.25
O (-6.688, 4.928, 7.761)  -0.19
C (-8.029, 4.520, 7.878)  -0.11
H (-2.706, 2.950, 5.866)  0.08
H (-1.102, 3.467, 5.198)  0.10
H (-2.291, 2.755, 4.102)  0.06
H (-2.954, 6.499, 5.219)  0.12
H (-1.276, 6.008, 5.409)  0.12
H (-2.498, 6.355, 7.541)  0.12
H (-1.841, 4.719, 7.415)  0.12
H (-4.571, 4.999, 6.491)  0.12
H (-4.592, 5.834, 8.875)  0.12
H (-3.822, 4.269, 9.246)  0.12
H (-6.104, 3.935, 9.557)  0.12
H (-5.738, 3.147, 8.044)  0.13
H (-8.098, 3.418, 7.894)  0.09
H (-8.596, 4.870, 7.022)  0.09
H (-8.461, 4.821, 8.840)  0.09
C (-5.993, 3.895, -5.214)  -0.12
O (-5.026, 3.564, -4.242)  -0.20
C (-3.707, 3.531, -4.776)  -0.22
C (-2.745, 3.430, -3.577)  -0.21
N (-1.483, 4.046, -3.911)  -0.07
C (-0.617, 4.161, -2.738)  -0.20
C (0.768, 4.699, -3.092)  -0.25
O (1.350, 5.183, -1.920)  -0.20
C (2.228, 6.304, -1.973)  -0.07
H (-5.641, 3.653, -6.219)  0.08
H (-6.174, 4.983, -5.201)  0.09
H (-6.962, 3.459, -4.983)  0.08
H (-3.501, 4.455, -5.325)  0.12
H (-3.640, 2.630, -5.393)  0.12
H (-2.645, 2.375, -3.334)  0.11
H (-3.282, 4.001, -2.804)  0.12
H (-1.572, 4.996, -4.252)  0.11
H (-0.357, 3.159, -2.382)  0.11
H (-1.049, 4.834, -1.990)  0.13
H (0.709, 5.489, -3.873)  0.12
H (1.393, 3.970, -3.632)  0.10
H (1.815, 7.014, -1.253)  0.09
H (2.366, 6.692, -2.979)  0.09
H (3.189, 6.018, -1.538)  0.07
O (-0.868, -3.228, -5.435)  -0.07
C (0.296, -3.985, -5.199)  -0.25
C (0.973, -3.584, -3.908)  -0.25
O (2.105, -4.383, -3.608)  -0.05
H (-1.582, -3.546, -4.866)  0.04
H (0.051, -5.055, -5.131)  0.12
H (0.956, -3.939, -6.069)  0.12
H (0.298, -3.786, -3.056)  0.11
H (1.070, -2.505, -3.714)  0.11
H (2.843, -4.150, -4.178)  0.09

Net charge: 0
Orbital gap (Eh): 0.3352
SMILES: COCCNCCOC.COCCNCCOC.COCCNCCOC.COCCNCCOC.COCCNCCOC.COCCNCCOC.OCCO
M (g/mol): 861.21
Maximum force (eV Å⁻¹): 2.35
Energy relative to the best compared isomer or geometry (same formula, charge and spin) (eV): 1.2730
Lowest unoccupied orbital energy (eV): 0.55

=====

3.
An isolated molecule of C2H6N2O2 at a distorted geometry. Source: the OMol25 dataset; level of theory: the ωB97M-V functional and the def2-TZVPD basis.

Each line ends with the Löwdin charge.
Geometry (Å):
C (-1.172, -0.388, 0.847)  -0.01
N (0.358, -0.186, 0.536)  -0.28
O (1.017, -1.398, 0.143)  -0.03
N (0.675, 1.035, -0.075)  0.05
C (0.301, 0.759, -1.403)  -0.30
O (-0.733, 0.264, -1.868)  0.02
H (-1.561, 0.542, 1.266)  0.08
H (-1.773, -0.711, -0.003)  0.06
H (-1.212, -1.167, 1.611)  0.07
H (1.591, -1.576, 0.908)  0.10
H (1.567, 1.476, 0.120)  0.13
H (0.941, 1.350, -2.079)  0.12

Net charge: 0
Orbital gap (Eh): 0.3502
SMILES: CN(O)NC=O
M (g/mol): 90.08
Maximum force (eV Å⁻¹): 5.12
Energy relative to the best compared isomer or geometry (same formula, charge and spin) (eV): 4.6620
Lowest unoccupied orbital energy (eV): 0.75

=====

4.
An isolated molecule of C7H10 at a distorted geometry. Source: the OMol25 dataset; level of theory: the ωB97M-V functional and the def2-TZVPD basis.

Each line ends with the Löwdin charge.
Geometry (Å):
C (0.986, 1.212, 0.697)  -0.11
C (-0.312, 0.667, 1.377)  -0.13
C (-1.000, 0.495, -0.012)  -0.21
C (0.342, 0.840, -0.668)  -0.23
C (0.495, -0.606, -1.135)  -0.19
C (0.106, -1.743, -0.226)  -0.09
C (-0.966, -0.859, -0.747)  -0.17
H (1.168, 2.266, 0.936)  0.10
H (1.905, 0.653, 0.911)  0.10
H (-0.190, -0.251, 1.960)  0.09
H (-0.811, 1.402, 2.014)  0.10
H (-1.900, 1.100, -0.147)  0.13
H (0.294, 1.323, -1.654)  0.14
H (1.116, -0.815, -2.000)  0.13
H (0.155, -2.704, -0.737)  0.11
H (0.385, -1.792, 0.824)  0.09
H (-1.772, -1.187, -1.393)  0.13

Net charge: 0
Orbital gap (Eh): 0.3753
SMILES: C1C[C@H]2[C@@H]1[C@H]1C[C@@H]21
M (g/mol): 94.16
Maximum force (eV Å⁻¹): 1.34
Energy relative to the best compared isomer or geometry (same formula, charge and spin) (eV): 3.0252
Lowest unoccupied orbital energy (eV): 1.23